Below is the molecule CH5N3 at a distorted geometry, with properties calculated with ωB97M-V/def2-TZVPD.

The HOMO-LUMO gap comes out at 10.503 eV. The calculation puts the HOMO energy at -9.5 eV. As for the spin multiplicity: 1. Its total energy is -205.305132 hartree. The energy relative to the best compared isomer or geometry (same formula, charge and spin) comes out at 2.339 eV. The largest force on an atom is 0.0835 Eh/bohr.

Geometry as XYZ:
```
9
Properties=species:S:1:pos:R:3:nbo_charge:R:1
C -0.94805 0.53547 0.05798 0.25
H 1.05272 -0.90455 0.80418 0.33
H 1.18683 -1.12240 -0.74186 0.33
H 0.82099 1.51134 0.18192 0.37
H -1.41509 1.54400 -0.09222 0.17
H -0.96859 -1.36432 -0.05775 0.32
N 1.42597 -0.34216 0.01409 -0.61
N 0.47015 0.67140 -0.13255 -0.47
N -1.62492 -0.52879 -0.03377 -0.68
```



Below is a cluster of 2 separate species, CH5N3 in total at a distorted geometry, with properties calculated with ωB97M-V/def2-TZVPD.

The HOMO-LUMO gap (spin up / spin down) comes out at 8.728 / 9.266 eV. The calculation puts the HOMO energy (spin up / spin down) at -7.7 / -9.8 eV. As for the spin multiplicity: 3. Its total energy is -205.184749 hartree. The energy relative to the best compared isomer or geometry (same formula, charge and spin) comes out at 0.127 eV. The largest force on an atom is 0.0609 Eh/bohr.

Geometry as XYZ:
```
9
Properties=species:S:1:pos:R:3:nbo_charge:R:1
C 0.77538 0.05171 -0.18767 -0.49
N -2.43491 -0.32508 -0.40699 -0.34
N -1.88588 0.46634 0.25100 0.03
N 0.01588 -0.60497 0.79469 -0.41
H 0.62850 -0.30214 -1.20503 0.17
H 0.43021 1.01264 -0.23339 0.21
H 1.93484 0.13305 0.04678 0.21
H -3.30935 -0.13696 -0.95935 0.33
H -0.31620 -1.43497 0.31877 0.29
```



Below is a structure of composition CH5N3O at a distorted geometry, with properties calculated with ωB97M-V/def2-TZVPD.

The HOMO-LUMO gap (spin up / spin down) comes out at 9.533 / 9.534 eV. The calculation puts the HOMO energy (spin up / spin down) at -9.3 / -9.3 eV. As for the spin multiplicity: 1. Its total energy is -280.388862 hartree. The energy relative to the best compared isomer or geometry (same formula, charge and spin) comes out at 5.868 eV. The largest force on an atom is 0.0644 Eh/bohr.

Geometry as XYZ:
```
10
Properties=species:S:1:pos:R:3:nbo_charge:R:1
C -0.51689 -0.23774 -0.02483 0.29
N 1.75353 0.39170 0.59191 -0.41
N -1.03963 -1.39675 0.39010 -0.78
N 0.82277 -0.12345 -0.10995 0.21
O 0.81947 -0.54200 -1.33854 -0.45
H -1.23924 2.81963 0.00734 -0.01
H -0.69616 2.50146 -0.44567 0.00
H 2.59967 0.37088 -0.01378 0.34
H -2.02104 -1.59255 0.10203 0.42
H -0.48247 -2.19118 0.84139 0.39
```



Question: Which value of energy relative to the best compared isomer or geometry (same formula, charge and spin) does entry 2 give?
Answer: 0.127 eV